Entry 1:
Density functional theory data (ωB97M-V/def2-TZVPD) for a 2-piece molecular cluster, C23H31ClFN5O2PS overall.

Each line ends with the Löwdin charge.
Cartesian coordinates (Å):
1 O 0.74119 -4.08287 0.21437  -0.231
2 P 1.24504 -3.20716 -1.09227  0.247
3 O 2.90201 -2.91394 -1.04962  -0.231
4 S 0.96962 -4.34967 -2.65192  0.299
5 N 0.35619 -1.73590 -1.41320  0.016
6 C 0.12645 -0.88609 -0.26852  -0.255
7 N 0.24750 0.41363 -0.52773  0.205
8 C 0.00286 1.48035 0.43372  -0.266
9 C 1.10131 2.39119 0.73467  -0.007
10 C 1.03210 3.52964 1.67179  0.008
11 C -0.32049 3.66748 2.29138  -0.001
12 C -1.31990 2.68154 1.87023  -0.109
13 N -1.22209 1.65167 0.99502  0.111
14 N -0.28601 -1.39160 0.96556  -0.100
15 C -1.74747 -1.38062 1.20594  -0.157
16 C -2.42064 -2.76460 0.73183  -0.208
17 C -3.71023 -2.40128 -0.13223  -0.564
18 Cl -4.93197 -1.43559 0.78535  0.591
19 C 0.57836 -1.19982 2.13988  -0.151
20 C 2.11297 -1.52216 1.99359  -0.160
21 C 2.94364 -0.21627 1.59765  -0.163
22 C 4.52773 -0.48332 1.57893  -0.103
23 N 4.97391 -0.13112 0.21202  -0.157
24 C 4.99068 1.17645 -0.29434  -0.134
25 C 5.43561 1.19850 -1.69550  -0.073
26 C 5.74818 -0.23846 -2.05741  -0.058
27 C 5.43803 -0.94373 -0.82237  -0.123
28 H 0.05532 -4.72167 -0.07956  0.073
29 H 3.24408 -3.74775 -0.64805  0.092
30 H 0.88710 -1.21341 -2.12136  0.121
31 H 0.52217 0.72381 -1.47017  0.188
32 H 2.08489 2.21008 0.22011  0.096
33 H 1.87843 4.21793 1.88528  0.115
34 H -0.52849 4.49729 3.01267  0.115
35 H -2.32962 2.79659 2.35631  0.126
36 H -1.99352 -1.24551 2.29586  0.141
37 H -2.27674 -0.59257 0.59256  0.084
38 H -1.75341 -3.32716 0.01296  0.088
39 H -2.65262 -3.44673 1.58908  0.115
40 H -3.31147 -1.85575 -1.03794  0.087
41 H -4.13326 -3.37003 -0.52541  0.089
42 H 0.18210 -1.85403 2.97327  0.143
43 H 0.49616 -0.14197 2.55096  0.127
44 H 2.36608 -2.40988 1.36170  0.079
45 H 2.48202 -1.77686 3.03494  0.131
46 H 2.62034 0.15582 0.59408  0.077
47 H 2.78921 0.54610 2.42001  0.119
48 H 4.74331 -1.54923 1.84571  0.128
49 H 5.07515 0.16645 2.31543  0.133
50 H 4.72420 2.14159 0.20284  0.110
51 H 5.51718 2.08831 -2.36169  0.088
52 H 6.10515 -0.67671 -3.01222  0.091
53 H 5.48660 -2.02598 -0.56809  0.108
54 F -2.58433 2.86113 -2.68827  0.043
55 C -3.86675 2.57768 -2.38110  -0.290
56 C -4.14064 1.81390 -1.26188  -0.032
57 C -5.46086 1.52438 -0.94067  -0.102
58 C -6.49052 1.99337 -1.74811  -0.084
59 C -6.20104 2.75688 -2.87392  -0.072
60 C -4.88106 3.05605 -3.19024  -0.015
61 H -3.32436 1.44988 -0.64766  0.080
62 H -5.68486 0.93324 -0.06139  0.045
63 H -7.51993 1.76315 -1.49917  0.106
64 H -7.00323 3.11904 -3.50559  0.110
65 H -4.63740 3.65638 -4.05810  0.119

Spin multiplicity = 1
Frontier orbital gap = 0.229 hartree
Total charge = +1
LUMO energy = -0.156 Eh

Entry 2:
Density functional theory data (ωB97M-V/def2-TZVPD) for one molecule with the formula C23H31N3O2.

Each line ends with the Löwdin charge.
Cartesian coordinates (Å):
1 C 6.36207 0.60662 1.58800  0.000
2 C 5.23466 0.57107 0.57513  -0.518
3 O 5.25365 -0.12516 -0.41335  0.062
4 N 4.20927 1.40512 0.91517  0.119
5 C 2.99772 1.62235 0.24729  -0.231
6 C 2.75343 1.16360 -1.04302  -0.021
7 C 1.52417 1.39063 -1.63130  -0.028
8 C 0.52108 2.08979 -0.97154  -0.218
9 C -0.84362 2.25046 -1.59294  -0.146
10 N -1.79609 1.20982 -1.22727  -0.148
11 C -1.38805 -0.12436 -1.62732  -0.154
12 C -2.56290 -1.08875 -1.42586  -0.140
13 N -3.14475 -1.05381 -0.10414  -0.140
14 C -2.81172 -2.07994 0.84413  -0.180
15 C -1.44022 -2.03728 1.56355  -0.121
16 C -0.26291 -2.43969 0.72261  -0.245
17 C 0.86112 -1.62612 0.62748  -0.056
18 C 1.96183 -2.01730 -0.11585  -0.073
19 C 1.94894 -3.22489 -0.79056  -0.084
20 C 0.83779 -4.04611 -0.70219  -0.084
21 C -0.25240 -3.66010 0.05537  -0.054
22 C -3.36734 0.28942 0.38890  -0.285
23 C -4.60834 0.89012 -0.29906  -0.132
24 C -5.32239 1.90635 0.59108  -0.272
25 O -5.75451 1.35385 1.81328  -0.071
26 C -2.15340 1.20728 0.17621  -0.138
27 C 0.78679 2.57349 0.30467  -0.046
28 C 2.00601 2.34167 0.91011  -0.025
29 H 7.15988 -0.05032 1.25470  0.084
30 H 6.74848 1.61894 1.68718  0.082
31 H 6.00506 0.26869 2.55898  0.084
32 H 4.29249 1.89147 1.79744  0.141
33 H 3.52035 0.62735 -1.57556  0.103
34 H 1.34564 1.02003 -2.63006  0.117
35 H -1.28293 3.20714 -1.29414  0.124
36 H -0.75752 2.23572 -2.68353  0.123
37 H -0.51177 -0.47421 -1.05856  0.102
38 H -1.12455 -0.10719 -2.68774  0.127
39 H -3.34879 -0.81424 -2.14073  0.118
40 H -2.23633 -2.10612 -1.64626  0.120
41 H -2.91086 -3.03815 0.32739  0.110
42 H -3.58376 -2.04600 1.62172  0.119
43 H -1.50965 -2.73243 2.40639  0.120
44 H -1.28021 -1.03939 1.97541  0.101
45 H 0.88309 -0.67775 1.14932  0.108
46 H 2.83156 -1.38123 -0.17068  0.082
47 H 2.80569 -3.52606 -1.37422  0.102
48 H 0.82363 -4.99603 -1.21738  0.101
49 H -1.10299 -4.32228 0.13709  0.109
50 H -3.57577 0.22478 1.46222  0.145
51 H -4.30994 1.36948 -1.23040  0.113
52 H -5.29716 0.07443 -0.53235  0.120
53 H -4.64974 2.72148 0.86608  0.113
54 H -6.17640 2.33554 0.04568  0.115
55 H -6.28999 0.57578 1.61998  0.089
56 H -1.31593 0.86895 0.81003  0.113
57 H -2.41832 2.22428 0.47401  0.122
58 H 0.03393 3.14208 0.83163  0.112
59 H 2.19347 2.72022 1.90635  0.110

Relative energy (zero: lowest compared OMol25 entry of this formula, charge and spin) = 32.01 kcal per mole
Spin multiplicity = 1
Frontier orbital gap = 0.307 hartree
SMILES = CC(=O)Nc1ccc(CN2CCN(CCc3ccccc3)[C@H](CCO)C2)cc1
LUMO energy = 0.023 Eh

Entry 3:
Density functional theory data (ωB97M-V/def2-TZVPD) for C23H31N4O3Si2W as an isolated structure.

Each line ends with the Löwdin charge.
Cartesian coordinates (Å):
1 W -0.30353 -0.08348 0.01541  1.519
2 C -1.69430 -1.90513 3.67271  0.042
3 C -1.80622 -1.05336 2.45642  -0.276
4 O -0.75929 -1.02124 1.71957  -0.173
5 C -2.97752 -0.32106 2.13026  -0.098
6 C -4.14551 -0.46436 2.92303  0.023
7 C -5.26507 0.28147 2.67513  -0.015
8 C -5.25446 1.21904 1.63342  0.015
9 C -4.13320 1.39358 0.84478  0.030
10 C -3.00748 0.62161 1.07689  -0.255
11 O -1.90273 0.84830 0.32515  -0.233
12 H -0.69115 -2.31462 3.74895  0.105
13 H -2.41017 -2.72900 3.62041  0.122
14 H -1.92600 -1.33316 4.57172  0.119
15 H -4.15280 -1.17963 3.73373  0.129
16 H -6.15052 0.15446 3.28165  0.132
17 H -6.13563 1.81726 1.44098  0.137
18 H -4.11622 2.11956 0.04283  0.138
19 C -0.31795 1.61095 -2.46253  -0.169
20 Si -0.24150 -0.25422 -2.70854  0.643
21 C -1.73101 -0.85179 -3.61294  -0.169
22 C 1.35719 -0.99850 -3.26078  -0.306
23 C 1.93570 -0.73907 -4.50034  -0.058
24 C 3.10128 -1.39857 -4.87372  -0.025
25 C 3.68618 -2.32816 -4.02465  -0.025
26 C 3.11482 -2.60699 -2.78855  -0.059
27 C 1.95702 -1.94215 -2.39389  -0.309
28 Si 1.13064 -2.21280 -0.77239  0.641
29 C 2.05312 -1.47758 0.71511  -0.168
30 C 0.49561 -3.90463 -0.42592  -0.164
31 H -0.81959 1.98137 -3.36496  0.074
32 H 0.67114 2.05587 -2.40960  0.045
33 H -0.93737 1.99490 -1.64307  0.032
34 H -1.65281 -0.43046 -4.62193  0.068
35 H -2.67240 -0.50785 -3.18412  0.051
36 H -1.74165 -1.93631 -3.72582  0.052
37 H 1.48340 -0.03008 -5.18493  0.119
38 H 3.54903 -1.19173 -5.83665  0.128
39 H 4.58809 -2.84290 -4.32780  0.127
40 H 3.58020 -3.34349 -2.14303  0.119
41 H 2.49738 -2.38816 1.14011  0.083
42 H 1.52893 -1.03846 1.57192  0.029
43 H 2.85317 -0.82007 0.39236  0.052
44 H 1.36360 -4.56625 -0.33244  0.066
45 H -0.10109 -4.28611 -1.25567  0.052
46 H -0.07369 -3.97028 0.50195  0.046
47 N -2.32883 -2.38940 -0.95106  0.280
48 C -1.61288 -1.54081 -0.63431  -0.279
49 H -2.97800 -3.11522 -1.20172  0.156
50 C 3.30074 4.58001 2.40726  0.031
51 N 2.50941 3.48332 1.85042  -0.057
52 C 2.79380 2.80419 0.59846  0.020
53 C 1.64795 1.83961 0.57550  -0.428
54 O 1.41944 0.97497 -0.34425  -0.217
55 N 0.86314 1.95615 1.61377  0.194
56 C 1.40284 2.97718 2.37288  -0.346
57 N 0.84741 3.38262 3.49496  0.266
58 H 4.23267 4.65477 1.85444  0.111
59 H 3.54506 4.37801 3.45000  0.109
60 H 2.76783 5.52714 2.32258  0.114
61 H 3.75980 2.29312 0.61122  0.167
62 H 2.77137 3.48227 -0.25871  0.167
63 H 0.00206 2.94430 3.82060  0.139
64 H 1.23056 4.14106 4.03773  0.139

Relative energy (zero: lowest compared OMol25 entry of this formula, charge and spin) = 7.37 kcal per mole
Spin multiplicity = 1
Frontier orbital gap = 0.261 hartree
Total charge = +3
LUMO energy = -0.364 Eh

Entry 4:
Density functional theory data (ωB97M-V/def2-TZVPD) for a 2-piece molecular cluster, C23H31N7O9 overall.

Each line ends with the Löwdin charge.
Cartesian coordinates (Å):
1 O -5.51129 1.65916 3.99400  -0.066
2 N -5.52125 0.55204 4.54372  0.017
3 C -4.34854 -0.20136 4.67382  -0.118
4 C -3.10337 0.09847 4.14483  -0.169
5 N -2.87825 1.21569 3.36272  0.108
6 C -1.58423 1.93246 3.30473  -0.094
7 C -0.75315 1.55673 2.04958  -0.263
8 O -0.18670 0.24918 2.24361  -0.062
9 C 0.43846 2.51606 1.77542  -0.250
10 O 1.09662 2.82000 3.01434  -0.015
11 C 0.08743 3.83380 1.02960  -0.287
12 O -1.25193 4.27044 1.29991  -0.031
13 C 0.25068 3.69644 -0.49066  -0.191
14 O 1.63879 3.70120 -0.84123  -0.065
15 N -2.02976 -0.73379 4.35796  0.215
16 C -2.17206 -1.89533 5.05683  -0.510
17 O -1.22010 -2.62735 5.21229  0.102
18 N -3.33448 -2.19854 5.67996  0.211
19 C -4.43873 -1.44293 5.44397  -0.426
20 O -5.47990 -1.86730 5.91733  0.071
21 H -3.72050 1.78015 3.23379  0.113
22 H -0.99754 1.73424 4.20912  0.134
23 H -1.79635 3.00433 3.30402  0.125
24 H -1.41582 1.54683 1.17736  0.156
25 H 0.56681 0.31960 2.86611  0.129
26 H 1.16248 1.98020 1.15302  0.142
27 H 0.60280 3.49547 3.51247  0.109
28 H 0.78859 4.60958 1.36049  0.157
29 H -1.42316 5.13923 0.89241  0.112
30 H -0.22768 2.77396 -0.83743  0.120
31 H -0.24184 4.53653 -0.99098  0.124
32 H 1.74810 3.58003 -1.80214  0.081
33 H -1.27900 -0.72014 3.67430  0.141
34 H -3.45202 -3.12544 6.05930  0.180
35 C 3.52993 -2.95926 -3.67726  -0.048
36 N 2.39780 -2.52247 -2.86450  0.033
37 C 2.50948 -2.01291 -1.63016  -0.485
38 O 3.59821 -1.85247 -1.09166  0.067
39 C 1.19246 -1.60735 -0.93700  -0.205
40 C 0.94067 -0.10427 -1.10337  -0.089
41 C 1.21602 0.42635 -2.47390  -0.187
42 C 2.26417 1.21444 -2.80168  -0.059
43 N 2.27127 1.43224 -4.16483  0.079
44 C 1.25188 0.74619 -4.79030  -0.197
45 C 0.88933 0.58905 -6.13534  -0.018
46 C -0.21818 -0.21522 -6.45369  -0.090
47 C -0.94893 -0.84305 -5.42853  -0.091
48 C -0.57607 -0.67972 -4.08018  -0.032
49 C 0.53612 0.11633 -3.72812  -0.125
50 N 1.11496 -1.92746 0.49393  0.122
51 C 1.20913 -3.11583 1.08547  -0.542
52 C 1.45565 -4.36572 0.26328  0.016
53 O 1.07215 -3.20433 2.29384  0.044
54 H 4.29975 -2.18473 -3.68178  0.086
55 H 3.95551 -3.87033 -3.25241  0.086
56 H 3.20663 -3.15039 -4.70177  0.085
57 H 1.47838 -2.57121 -3.27507  0.124
58 H 0.38502 -2.13307 -1.44459  0.135
59 H -0.09324 0.11685 -0.83586  0.123
60 H 1.59145 0.42654 -0.40839  0.118
61 H 3.01289 1.56531 -2.09764  0.141
62 H 2.99212 1.95651 -4.64102  0.156
63 H 1.45611 1.07480 -6.91527  0.102
64 H -0.51233 -0.35046 -7.48617  0.098
65 H -1.80612 -1.45316 -5.68058  0.095
66 H -1.14896 -1.16454 -3.30366  0.101
67 H 0.91353 -1.16493 1.12424  0.107
68 H 0.73342 -4.42720 -0.54692  0.078
69 H 2.47171 -4.34066 -0.12636  0.082
70 H 1.34493 -5.23353 0.91261  0.087

Spin multiplicity = 1
Frontier orbital gap = 0.311 hartree
SMILES = O=Nc1c(NC[C@H](O)[C@H](O)[C@H](O)CO)[nH]c(=O)[nH]c1=O.CNC(=O)[C@H](Cc1c[nH]c2ccccc12)NC(C)=O
LUMO energy = -0.007 Eh